# 1
C2H5Br2NO2S as an isolated structure. Source: the Open Molecules 2025 dataset; level of theory: wB97M-V/def2-TZVPD.

As for the orbital gap: 10.475 eV. For the electronic energy, the calculation gives -158658.079 eV. The spin multiplicity is 1. The value obtained for the HOMO energy is -10.07 eV.

Last column: natural (NBO) charge in e.
Positions of all 13 atoms, in Å:
Br1 0.6745 1.4180 2.9574  0.03
Br2 1.6930 -1.4090 -0.6568  0.10
S1 -0.8636 0.2480 -0.6643  2.33
O1 -0.2694 0.9102 -1.7511  -0.94
O2 -1.6804 1.0078 0.2204  -0.90
N1 -1.6134 -1.0537 -1.3835  -1.11
C1 1.3705 0.9640 1.2029  -0.43
C2 0.4201 -0.4744 0.3219  -0.60
H1 2.3805 0.6319 1.4477  0.22
H2 0.1155 -1.1132 1.1095  0.24
H3 1.4022 1.9261 0.5947  0.24
H4 -2.2071 -1.7925 -1.1150  0.41
H5 -1.4225 -1.2634 -2.2840  0.40

# 2
C3H6N2O in the gas phase. Source: the Open Molecules 2025 dataset; level of theory: wB97M-V/def2-TZVPD.

As for the orbital gap: 9.158 eV. For the electronic energy, the calculation gives -8233.744 eV. The spin multiplicity is 1. The value obtained for the HOMO energy is -8.45 eV.

Last column: natural (NBO) charge in e.
Positions of all 12 atoms, in Å:
O1 -1.8384 1.0757 -0.8086  -0.66
N1 1.3224 -1.4140 -0.1391  -0.63
N2 -0.9574 -0.8017 0.1798  -0.68
C1 0.9240 0.8628 0.3956  -0.70
C2 0.4598 -0.5178 0.0323  0.43
C3 -1.9548 -0.1710 -0.4745  0.33
H1 0.2210 1.3612 1.0663  0.23
H2 0.9730 -2.3586 -0.2723  0.34
H3 -1.1254 -1.7972 0.2906  0.40
H4 1.0593 1.4713 -0.5083  0.23
H5 -0.9756 1.5185 -0.6603  0.46
H6 1.8921 0.7706 0.8986  0.26

# 3
A 2-piece molecular cluster, C5H9NO overall. Source: the Open Molecules 2025 dataset; level of theory: wB97M-V/def2-TZVPD.

As for the orbital gap: 4.796 eV. For the electronic energy, the calculation gives -8863.480 eV. The spin multiplicity is 1. The value obtained for the HOMO energy is -7.35 eV.

Last column: natural (NBO) charge in e.
Positions of all 16 atoms, in Å:
O1 -2.2803 -0.8581 0.0326  -0.61
N1 0.8912 -1.4449 0.0976  -0.82
C1 1.4755 -0.2067 0.1129  0.06
C2 -2.0857 0.2558 -0.4694  0.26
C3 1.8928 0.3558 1.2967  -0.33
C4 1.4475 0.5342 -1.0601  -0.19
C5 -1.3744 1.3714 0.0376  -0.48
H1 1.8342 -0.2787 2.1775  0.20
H2 0.9632 -2.0175 0.9056  0.39
H3 1.7996 1.5595 -1.0566  0.21
H4 0.0208 -1.4908 -0.4109  0.41
H5 0.9314 0.1551 -1.9202  0.21
H6 -0.7203 1.3837 0.8948  0.19
H7 -1.2843 2.1980 -0.6603  0.19
H8 -2.4075 0.4537 -1.5119  0.10
H9 2.3912 1.3069 1.2518  0.20

# 4
A 2-piece molecular cluster, C2H5BrN2O overall. Source: the Open Molecules 2025 dataset; level of theory: wB97M-V/def2-TZVPD.

As for the orbital gap (alpha / beta): 8.839 / 5.331 eV. For the electronic energy, the calculation gives -77222.479 eV. The spin multiplicity is 1. The value obtained for the HOMO energy (alpha / beta) is -10.34 / -8.75 eV.

Last column: natural (NBO) charge in e.
Positions of all 11 atoms, in Å:
Br1 -4.4750 -0.0098 0.1241  -0.29
O1 -0.8668 -1.4623 0.5239  -0.52
N1 -1.8156 0.1022 -1.3187  -0.43
N2 -0.6164 0.3633 -0.8917  -0.23
C1 -0.1827 -0.6030 0.0646  0.62
C2 1.1839 -0.1195 0.3996  -0.71
H1 1.0763 0.7640 0.9820  0.25
H2 -2.1648 -0.7065 -0.8571  0.41
H3 1.6130 0.0261 -0.5759  0.24
H4 1.8725 -0.8059 0.9896  0.23
H5 -2.4513 0.7686 -1.7968  0.43

Look up the spin multiplicity of the third one.
1